A cluster of 2 separate species, C3H11NOS in total at a distorted geometry, computed with ωB97M-V/def2-TZVPD.

Positions of all 17 atoms, in Å:
H  -1.01523  -1.88538  -2.19690
C  -0.64295  -1.47531  -3.10140
H  -1.46530  -1.11986  -3.71198
C  1.37223  -0.62389  -1.44630
C  -0.36437  1.16375  2.00223
H  -0.02112  -2.21757  -3.59239
H  0.78678  -0.96770  -0.59255
H  0.25757  0.54426  1.35798
H  -0.38895  1.45211  4.08204
H  0.92736  1.98804  3.31869
O  -1.71333  0.74253  1.91846
S  0.31082  0.02636  -2.74818
H  -1.90976  0.25467  2.73406
H  1.93731  -1.42698  -1.84550
H  -0.37792  2.16936  1.57771
H  2.06004  0.13411  -1.07916
N  0.24682  1.24150  3.32320

Values from the calculation:
* E_HOMO: -8.42 eV
* frontier orbital gap: 9.3 eV
* lowest unoccupied orbital energy: 0.9 eV
* structure (SMILES): CSC.NCO
* charge: 0

***

A cluster of 2 separate species, C3H11NOS in total at a distorted geometry, computed with ωB97M-V/def2-TZVPD.

Positions of all 17 atoms, in Å:
H  0.90562  1.88930  -0.03877
H  2.28844  -0.57101  -0.57849
H  0.90466  -2.07196  -1.77005
C  0.08634  -1.37809  -1.98270
H  -2.19132  -1.63880  -2.52253
H  -1.02232  3.06252  5.24965
C  0.47711  0.08372  -1.61161
H  0.07420  -1.32066  -3.08495
H  0.79612  -0.50742  0.35285
S  -1.38164  -2.20541  -1.57491
H  0.86130  0.64676  -2.46062
H  -0.12613  3.14152  6.48290
H  -0.46819  0.57364  -1.35031
H  2.52156  1.76399  0.49299
C  1.39882  0.03597  -0.41133
N  1.77784  1.36419  -0.06733
O  -0.86566  3.57771  6.07345

Values from the calculation:
* E_HOMO (alpha / beta): -13.49 / -12.90 eV
* frontier orbital gap (alpha / beta): 10.3 / 4.0 eV
* lowest unoccupied orbital energy (alpha / beta): -3.2 / -8.9 eV
* spin multiplicity: 2
* charge: +1

***

A cluster of 2 separate species, C3H11NOS2 in total at a distorted geometry, computed with ωB97M-V/def2-TZVPD.

Positions of all 18 atoms, in Å:
H  -0.70888  1.34635  1.94156
N  0.09688  1.11712  -1.41009
H  0.95923  2.42325  0.17215
H  -1.50738  0.67673  0.70041
H  -0.75501  3.84860  -0.96141
C  0.02079  1.87834  -0.19897
H  -1.94528  2.70105  -0.88850
H  -0.75588  0.63315  -1.67034
O  1.50103  -1.19638  -2.75501
S  -0.67397  -2.12699  1.38809
H  1.10929  -1.63692  -1.99081
H  1.44964  -0.38309  -2.23850
S  0.69582  -0.68198  0.85349
H  -1.49605  3.53244  0.58316
C  -0.46606  0.87622  0.93541
C  -1.00425  3.00491  -0.32735
H  -1.02939  -2.61578  0.23105
H  0.34081  1.61198  -2.28785

Values from the calculation:
* E_HOMO (alpha / beta): 0.38 / -4.78 eV
* frontier orbital gap (alpha / beta): 2.8 / 8.0 eV
* lowest unoccupied orbital energy (alpha / beta): 3.2 / 3.2 eV
* spin multiplicity: 2
* charge: -1

***

A cluster of 2 separate species, C3H11NOS2 in total at a distorted geometry, computed with ωB97M-V/def2-TZVPD.

Positions of all 18 atoms, in Å:
C  1.03000  0.23802  -0.22549
C  -0.47372  0.18106  0.45238
H  1.66841  0.71476  0.54748
H  1.17133  0.74934  -1.23652
H  -1.31783  0.77434  2.98034
H  -0.10426  -0.27940  3.64918
H  0.45896  1.05736  2.74847
S  1.29811  -1.76919  -2.51702
H  -1.31362  -0.13275  -0.14525
H  -0.60722  1.15460  0.70583
H  1.89974  -0.49324  -2.67924
C  -0.31944  0.28463  2.78010
N  -0.36860  -0.56971  1.66883
H  -1.29967  -0.99520  1.70500
H  -1.05317  0.74758  -3.93123
H  -0.76444  -0.47266  -2.91987
S  1.47806  -1.45249  -0.47772
O  -1.38264  0.26296  -3.10528

Values from the calculation:
* E_HOMO: -8.20 eV
* frontier orbital gap: 8.7 eV
* lowest unoccupied orbital energy: 0.5 eV
* structure (SMILES): CNCCSS.O
* charge: 0

***

A cluster of 2 separate species, C3H11NOS2 in total at a distorted geometry, computed with ωB97M-V/def2-TZVPD.

Positions of all 18 atoms, in Å:
H  2.83657  -0.85036  -1.62240
H  7.07746  0.35087  2.92575
H  -2.48782  -0.24843  -1.37659
C  -0.35499  -0.41354  -1.74777
S  -3.35204  0.87950  1.08638
H  -1.80401  -1.64254  -0.53444
H  -0.16275  0.65569  -1.93103
H  -3.18813  2.20998  1.17353
H  1.97483  0.18177  -2.37238
H  0.64338  -2.22131  -1.10634
S  -1.45526  0.28158  0.69024
H  -0.54313  -0.75450  -2.75131
H  1.06205  -0.80123  -0.21378
O  7.14357  0.28049  1.96366
C  -1.59814  -0.64421  -0.86379
C  0.86393  -1.09940  -1.23043
N  1.95765  -0.82063  -2.13979
H  7.08524  1.22498  1.77146

Values from the calculation:
* E_HOMO: -8.57 eV
* frontier orbital gap: 9.2 eV
* lowest unoccupied orbital energy: 0.6 eV
* structure (SMILES): NCCCSS.O
* charge: 0

***

A cluster of 2 separate species, C3H11NP2 in total at a distorted geometry, computed with ωB97M-V/def2-TZVPD.

Positions of all 17 atoms, in Å:
C  -2.79532  -1.12154  -0.65421
H  -2.79996  -1.32840  -1.73764
H  -3.67301  -0.48657  -0.58440
H  -0.91053  0.17861  2.11975
H  -1.12290  0.51068  -0.85826
C  3.24225  1.26720  -1.35599
H  2.45696  1.74225  -1.93294
H  2.50316  -0.59827  1.71370
H  4.10336  2.00759  -1.50975
H  2.66321  1.79173  0.74035
H  -3.16604  -2.20212  -0.18686
P  2.86858  -0.62992  0.37714
H  3.27940  0.22511  -1.76509
H  -0.33122  -1.31831  -0.16668
N  -1.78890  0.18865  1.54812
P  -1.43206  -0.42907  0.17010
C  2.92850  1.00481  0.02441

Values from the calculation:
* E_HOMO: -8.91 eV
* frontier orbital gap: 9.1 eV
* lowest unoccupied orbital energy: 0.2 eV
* structure (SMILES): [H]/P=C/C.C[PH2]=N
* charge: 0

***

A cluster of 2 separate species, C3H11NP2Si in total at a distorted geometry, computed with ωB97M-V/def2-TZVPD.

Positions of all 18 atoms, in Å:
H  -3.06661  -2.31165  0.60714
C  2.10097  1.46746  -1.13538
H  -1.77719  1.21829  -0.30741
H  1.55595  -0.32955  1.91298
H  0.71750  1.36476  2.10668
H  -0.34527  -0.15111  1.97871
Si  0.68975  0.45433  -0.28787
H  -0.89385  1.08254  -1.91502
N  -0.84376  -2.37903  0.33069
H  -2.27475  -4.40223  0.50140
H  -0.50706  2.45962  -0.75442
H  2.35494  2.24618  -0.47428
H  3.05480  1.07123  -1.44729
H  1.58034  1.83618  -2.01791
P  -2.01620  -3.09451  1.20495
C  -0.81029  1.41610  -0.88739
C  0.60536  0.31666  1.66837
P  -0.12464  -2.26528  -1.08397

Values from the calculation:
* E_HOMO: -7.23 eV
* frontier orbital gap: 6.6 eV
* lowest unoccupied orbital energy: -0.7 eV
* charge: 0

***

A cluster of 2 separate species, C3H11NS in total at a distorted geometry, computed with ωB97M-V/def2-TZVPD.

Positions of all 16 atoms, in Å:
H  1.67328  -1.71424  0.86780
H  3.21205  -1.15515  0.25837
H  2.02631  2.73664  0.02161
C  2.34980  1.74949  -0.28504
C  -3.18624  -0.08459  -0.62429
H  3.26284  1.46729  0.23520
H  -4.14545  0.13066  -1.10245
H  -3.17031  0.64399  0.20062
S  1.15434  0.44693  0.21468
H  2.61164  1.68294  -1.34081
N  -2.96331  -1.48877  -0.23701
H  2.66068  -0.56614  1.78793
H  -1.97427  -1.63954  -0.13232
C  2.31384  -0.83449  0.78768
H  -2.40094  0.20008  -1.31373
H  -3.42427  -1.57511  0.66174

Values from the calculation:
* E_HOMO: -8.67 eV
* frontier orbital gap: 9.7 eV
* lowest unoccupied orbital energy: 1.0 eV
* structure (SMILES): CSC.CN
* charge: 0

***

A cluster of 2 separate species, C3H11NS2 in total at a distorted geometry, computed with ωB97M-V/def2-TZVPD.

Positions of all 17 atoms, in Å:
C  -2.74458  2.19573  0.88532
C  -1.67474  1.31185  1.53864
C  2.37802  -1.32552  0.25148
H  1.78485  -1.72995  1.05100
H  0.04882  2.13045  2.26101
H  -1.94243  1.12684  2.58276
H  3.21219  -0.72088  0.60963
S  -0.22086  -1.79951  -1.24071
H  -2.74167  1.99946  -0.18562
S  1.41596  -0.28286  -0.88854
H  2.83903  -2.15089  -0.29981
H  0.31401  -2.83109  -1.93606
H  -2.58003  3.21076  1.24846
H  -1.66643  0.29835  1.13441
H  0.26966  1.02043  1.08795
H  -3.70657  1.85083  1.28479
N  -0.30000  1.83309  1.35440

Values from the calculation:
* E_HOMO (alpha / beta): -0.44 / -3.49 eV
* frontier orbital gap (alpha / beta): 4.3 / 7.3 eV
* lowest unoccupied orbital energy (alpha / beta): 3.8 / 3.8 eV
* spin multiplicity: 2
* charge: -1

***

An isolated molecule of C3H11NSi at a distorted geometry, computed with ωB97M-V/def2-TZVPD.

Positions of all 16 atoms, in Å:
H  -0.97123  0.62708  1.35631
C  1.59651  -0.67240  -0.20285
H  2.51249  1.56706  0.06204
H  2.25082  -1.17026  -0.86034
N  0.22168  -0.66665  -0.84577
H  -2.78413  1.31984  -0.02722
C  2.11321  0.53204  0.54488
H  -3.65351  -0.15596  -0.61310
H  1.39969  0.80760  1.29751
H  0.26076  0.20681  -1.50539
C  -2.63881  0.34342  -0.58818
H  1.42973  -1.31343  0.71830
Si  -1.13686  -0.51787  0.25872
H  3.05296  0.20741  0.97858
H  -2.40325  0.59181  -1.63994
H  -1.25008  -1.70648  1.06647

Values from the calculation:
* E_HOMO: -9.35 eV
* frontier orbital gap: 10.5 eV
* lowest unoccupied orbital energy: 1.1 eV
* structure (SMILES): CCN[SiH2]C
* charge: 0

***

A cluster of 2 separate species, C3H11NSi in total at a distorted geometry, computed with ωB97M-V/def2-TZVPD.

Positions of all 16 atoms, in Å:
C  1.83494  -0.89307  0.28375
H  0.47215  1.95140  -0.76459
H  1.78760  -2.00768  0.37898
H  2.48798  -0.71876  -0.54905
H  2.32574  -0.36668  1.13662
C  -2.36077  0.26414  0.33830
H  1.19014  1.54360  0.96388
C  1.08470  1.31736  -0.11567
H  -3.16249  -0.27472  -0.02765
H  -2.33008  1.30086  0.00698
H  -1.50359  -1.05097  -2.27057
H  -1.11902  -1.96721  0.12462
H  -2.47253  0.15614  1.46637
H  2.05867  1.44608  -0.63533
N  0.62238  -0.00420  0.02008
Si  -0.91579  -0.69627  -0.35674

Values from the calculation:
* E_HOMO (alpha / beta): -4.25 / -8.94 eV
* frontier orbital gap (alpha / beta): 5.1 / 6.7 eV
* lowest unoccupied orbital energy (alpha / beta): 0.9 / -2.2 eV
* spin multiplicity: 3
* charge: 0

***

A cluster of 2 separate species, C3H11O in total at a distorted geometry, computed with ωB97M-V/def2-TZVPD.

Positions of all 15 atoms, in Å:
H  -0.52119  -0.93374  -0.27512
C  1.47971  0.02306  -0.05416
H  -3.31974  -1.51472  0.70608
H  1.77537  -0.57922  0.80931
H  3.16622  1.46058  0.35187
H  -1.73954  -1.09007  0.02315
C  2.08604  1.41454  0.09940
H  -0.53162  0.81425  -0.69764
H  1.88848  -0.42247  -0.96305
H  1.68897  1.85597  1.03219
H  -3.30382  -1.12269  -0.80957
H  -0.24034  0.33336  1.00798
H  2.07376  2.10462  -0.73632
C  -0.05365  0.08417  -0.04326
O  -2.75875  -1.25073  -0.03060

Values from the calculation:
* E_HOMO: -15.00 eV
* frontier orbital gap: 10.3 eV
* lowest unoccupied orbital energy: -4.7 eV
* charge: +1

***

E / eV: -17661.3807; -17652.4570; -28495.8538; -28495.9028; -28496.9922; -23353.7132; -31232.1128; -15613.9480; -26449.5137; -12656.2724; -12650.4492; -5327.9324
Energy relative to the best compared isomer or geometry (same formula, charge and spin) / eV: 1.041; 1.147; 1.824; 1.694; 0.604; 1.074; 1.295; 0.803; 0.170; 0.873; 2.251; 0.501